Here is C27H45MnNOP2Si as an isolated structure from the OMol25 dataset. Energies are from ωB97M-V/def2-TZVPD.

Positions of all 78 atoms, in Å:
Mn -0.02638 0.32511 -0.54626
C 4.63770 -0.89304 -1.40234
C 3.42475 0.01347 -1.17864
C 3.78885 1.20665 -0.30063
P 1.93857 -0.85907 -0.53350
C 1.87140 -2.51117 -1.34846
C 0.43146 -2.97243 -1.54581
C 2.69128 -3.58153 -0.62758
C 2.00699 -1.06635 1.26749
C 3.06195 -1.62234 1.97268
C 2.95485 -1.83564 3.34382
C 1.77570 -1.52316 4.00653
C 0.71591 -0.94382 3.32747
C 0.84535 -0.66917 1.96578
N -0.15276 -0.05187 1.20120
C -1.31339 0.58401 1.70682
C -1.34129 1.35765 2.86767
C -2.50552 2.02820 3.19960
C -3.63842 1.93971 2.39436
C -3.60658 1.19174 1.22797
C -2.44586 0.51496 0.86979
P -2.23652 -0.55004 -0.58672
C -3.00354 -2.14259 -0.04123
C -2.36030 -2.70131 1.22581
C -3.14761 -3.19883 -1.13392
C -3.17210 0.06381 -2.03762
C -2.54897 -0.55789 -3.29702
C -3.13765 1.58616 -2.14871
H 5.41976 -0.29839 -1.87482
H 4.43376 -1.73815 -2.05654
H 5.04381 -1.26413 -0.46063
H 3.07595 0.38139 -2.15050
H 4.12062 0.88475 0.68780
H 2.95234 1.88939 -0.18344
H 4.61005 1.75274 -0.76480
H 2.31065 -2.31630 -2.33254
H -0.08324 -3.05553 -0.58696
H 0.42399 -3.95917 -2.01094
H -0.12932 -2.29379 -2.19126
H 2.22930 -3.84841 0.32379
H 3.71991 -3.28090 -0.44007
H 2.71963 -4.47773 -1.24795
H 3.97020 -1.91123 1.46193
H 3.78188 -2.27273 3.88611
H 1.67898 -1.73301 5.06299
H -0.20334 -0.72469 3.85051
H -0.45852 1.46243 3.48215
H -2.53059 2.63439 4.09511
H -4.54432 2.45687 2.67930
H -4.49200 1.12357 0.60838
H -4.00932 -1.78473 0.21819
H -1.39154 -3.15747 1.02162
H -3.00626 -3.48144 1.62893
H -2.23737 -1.94826 2.00418
H -2.18309 -3.54967 -1.49843
H -3.73751 -2.84674 -1.97805
H -3.67100 -4.05742 -0.71221
H -4.20237 -0.28818 -1.92278
H -1.54869 -0.14785 -3.46373
H -3.15649 -0.30022 -4.16418
H -2.47272 -1.64323 -3.25641
H -2.10697 1.94379 -2.21704
H -3.61912 2.09331 -1.31573
H -3.64693 1.88547 -3.06508
C 1.24398 3.59340 1.23966
Si 0.54929 3.51894 -0.48644
C -1.21952 4.09257 -0.45597
C 1.57904 4.38042 -1.75779
O 0.54048 1.86091 -0.96423
H 1.27115 4.63511 1.56911
H 2.25600 3.20116 1.33100
H 0.59997 3.05513 1.93877
H -1.26679 5.06538 0.03988
H -1.85515 3.40803 0.11290
H -1.64277 4.21475 -1.45323
H 1.54453 5.46106 -1.60257
H 1.20661 4.17963 -2.76372
H 2.62520 4.07358 -1.71283

electronic energy	-90030.0352	eV
multiplicity	2
total charge	+2
energy above the lowest of the compared OMol25 structures with the same formula, charge and spin	0.128	eV
frontier orbital gap (spin up / spin down)	6.75 / 6.65	eV
lowest unoccupied orbital energy (spin up / spin down)	-7.6 / -7.9	eV

Here is C27H45N4OP2Rh as an isolated structure from the OMol25 dataset. Energies are from ωB97M-V/def2-TZVPD.

Positions of all 80 atoms, in Å:
Rh -0.09134 0.00696 -1.15844
P -0.06623 -2.48006 -1.69130
P -0.10141 2.31201 -1.47548
N -0.03475 0.06730 -3.36071
C -0.02663 -2.41009 -3.53393
H 0.59918 -3.23326 -3.92747
H -1.05712 -2.49117 -3.90421
C 0.54497 -1.08832 -4.02482
H 1.65966 -1.06284 -4.05079
H 0.22120 -0.91546 -5.05400
C 0.51472 1.26677 -3.93436
H 0.14968 1.21230 -4.96416
H 1.61953 1.25320 -4.02993
C 0.02749 2.55726 -3.29393
H -0.96894 2.76602 -3.69700
H 0.70432 3.40223 -3.54402
C 1.39832 3.24626 -0.87498
C 1.77078 2.96950 0.58170
H 2.68757 3.53717 0.82368
H 1.96324 1.90475 0.76732
H 0.98279 3.29977 1.26522
C -1.67370 3.16178 -1.05730
C -1.91411 3.30668 0.43981
H -2.85863 3.85214 0.60031
H -1.12196 3.89237 0.92944
H -1.99233 2.32239 0.93592
C -1.65752 -3.37978 -1.43113
C -1.92069 -3.78271 0.02029
H -2.82295 -4.40958 0.05421
H -2.06160 -2.89446 0.66473
H -1.10787 -4.38890 0.43414
C 1.49702 -3.49289 -1.41523
C 2.12651 -3.40577 -0.02091
H 3.06904 -3.97039 -0.03999
H 1.48515 -3.88194 0.73258
H 2.32685 -2.37174 0.30096
C 1.71225 -0.06737 -1.10325
O 2.87500 -0.08673 -1.04107
C -1.89949 4.49866 -1.77630
H -1.21112 5.27125 -1.42255
H -1.80605 4.43512 -2.86442
H -2.91614 4.84563 -1.54468
C -1.86724 -4.56978 -2.36054
H -2.89241 -4.93016 -2.21068
H -1.76539 -4.33842 -3.43240
H -1.22233 -5.41804 -2.11460
C 1.34775 -4.94298 -1.83554
H 2.33096 -5.42121 -1.71502
H 0.69393 -5.49551 -1.14939
H 0.98875 -5.08066 -2.86771
C 1.35524 4.74811 -1.14875
H 0.66378 5.26638 -0.47675
H 2.35433 5.16475 -0.94195
H 1.09488 5.00356 -2.18318
H 2.21110 2.83113 -1.50050
H 2.20694 -2.99708 -2.11159
H -2.42658 2.44403 -1.44465
H -2.40139 -2.59377 -1.69855
H -0.89445 -0.00228 -2.70603
H -1.47651 0.17754 -1.23152
N -0.26450 1.54807 9.80458
C -0.17353 1.32388 8.66061
C -0.05850 1.05207 7.26767
C -0.77964 1.79828 6.33720
C -0.70192 1.50029 4.96916
C 0.05782 0.39196 4.53776
C 0.77495 -0.35037 5.48866
C 0.72905 -0.01349 6.84953
N -0.03439 -0.09231 3.22021
C 0.12867 -1.43939 2.89851
C -0.05414 -1.51577 1.53403
N -0.19807 -0.23755 1.02844
C -0.29123 0.59108 2.07818
H -1.40638 2.62239 6.68078
H -1.24626 2.09467 4.23694
H 1.36427 -1.19929 5.15969
H 1.33925 -0.58082 7.55361
H 0.31321 -2.20369 3.58297
H 0.01294 -2.37062 0.91308
H -0.43762 1.66100 2.01379

electronic energy	-58301.6257	eV
multiplicity	5
total charge	+2
energy above the lowest of the compared OMol25 structures with the same formula, charge and spin	1.331	eV
frontier orbital gap (spin up / spin down)	4.93 / 5.24	eV
lowest unoccupied orbital energy (spin up / spin down)	-5.2 / -9.4	eV

Here is C27H45N7O7PRe as an isolated structure from the OMol25 dataset. Energies are from ωB97M-V/def2-TZVPD.

Positions of all 88 atoms, in Å:
Re 0.49768 -0.70823 0.99021
C 4.73836 1.49546 1.59909
N 4.74048 0.14760 1.03041
C 6.02009 -0.48577 0.71953
C 3.57544 -0.51422 0.96226
N 2.45045 -0.06379 1.42035
N 3.64168 -1.77448 0.36630
C 2.63718 -2.60426 -0.03791
N 3.04048 -3.74398 -0.62003
N 1.36973 -2.33322 0.11664
H 5.66658 1.98501 1.32252
H 4.66144 1.47105 2.68870
H 3.92453 2.08050 1.16744
H 6.80473 0.24986 0.85625
H 6.06529 -0.81099 -0.32259
H 6.23750 -1.32130 1.39055
H 2.53415 0.86528 1.81139
H 4.57162 -2.12880 0.22039
H 4.00837 -3.94299 -0.80283
H 2.36890 -4.43139 -0.91529
H 0.75273 -3.01141 -0.31278
C -2.89296 2.36177 0.09105
C -1.84297 2.49382 -0.97730
C -1.30422 3.89005 -1.12442
C -2.26361 1.81039 -2.25345
O -0.54671 1.61752 -0.48396
P 1.13119 1.43045 -1.18577
O 1.95613 2.32652 -0.36971
O 1.15959 -0.06630 -0.99338
O 0.81791 1.85824 -2.62844
C 1.80372 2.26012 -3.71452
C 2.82016 1.14613 -3.81991
C 2.41348 3.58710 -3.32505
C 0.93221 2.36401 -4.94549
H -3.79811 2.80355 -0.32986
H -2.64919 2.89898 1.00416
H -3.11764 1.31782 0.30992
H -2.10697 4.51359 -1.52267
H -0.47201 3.92887 -1.82311
H -0.99649 4.30004 -0.16355
H -3.18275 2.29377 -2.59086
H -2.47496 0.75564 -2.07451
H -1.51956 1.90715 -3.03516
H 3.40511 1.04875 -2.90087
H 3.51710 1.37748 -4.62647
H 2.33675 0.19534 -4.04064
H 3.00711 3.51311 -2.41668
H 1.64018 4.34074 -3.17895
H 3.06233 3.92203 -4.13572
H 0.47059 1.40577 -5.18023
H 1.54677 2.66723 -5.79345
H 0.15505 3.11519 -4.80804
C -5.04719 -1.55844 1.26571
C -4.74691 -2.81917 0.46897
C -3.29647 -3.30089 0.63759
C -3.05858 -4.58671 -0.19522
C -1.60784 -5.04622 -0.24853
C -3.09206 -3.66145 2.10747
O -3.84641 -4.35070 2.72762
N -1.92848 -3.16803 2.74394
C -1.10509 -2.32056 2.11753
O -0.06762 -1.80003 2.67327
N -1.25655 -1.90156 0.86872
C -2.34936 -2.23635 0.08870
O -2.53038 -1.70466 -0.97952
H -6.08020 -1.24644 1.12175
H -4.41079 -0.72616 0.94781
H -4.91049 -1.71398 2.33849
H -4.90797 -2.64704 -0.59489
H -5.40253 -3.63306 0.77873
H -3.42269 -4.37886 -1.20209
H -3.69541 -5.36557 0.22629
H -0.99791 -4.33850 -0.81944
H -1.53597 -6.00697 -0.75614
H -1.17359 -5.17284 0.74715
H -1.76809 -3.42045 3.71131
C -0.45980 0.85954 0.64687
C -0.73153 1.40380 1.99131
C -1.64631 0.81518 2.86356
C -1.83917 1.35776 4.12581
C -1.12733 2.48360 4.50578
C -0.21513 3.08330 3.63413
C -0.00788 2.54764 2.38175
H -2.24024 -0.02867 2.53683
H -2.55339 0.91301 4.80471
H -1.28317 2.90915 5.48813
H 0.32848 3.96537 3.94374
H 0.69938 2.99013 1.68861

electronic energy	-64903.6177	eV
multiplicity	1
total charge	+2
frontier orbital gap	7.36	eV
lowest unoccupied orbital energy	-6.1	eV

Here is a 7-piece molecular cluster, C27H45N7O9 overall from the OMol25 dataset. Energies are from ωB97M-V/def2-TZVPD.

Positions of all 88 atoms, in Å:
O -1.52756 1.09980 -1.60536
N -0.37719 0.64657 -1.74568
O 0.04783 0.34616 -2.85323
C 0.42196 0.43018 -0.56950
C 1.64689 -0.21560 -0.70291
C 2.40181 -0.51843 0.42046
C 1.97909 -0.12743 1.68044
C 0.78954 0.51865 1.81041
C -0.04187 0.74792 0.72993
H 2.05195 -0.43809 -1.67904
H 3.36374 -1.00890 0.39731
H 2.46238 -0.49577 2.57327
H 0.31520 0.72539 2.75839
H -0.99049 1.24554 0.86735
O 1.32046 3.54123 -10.52725
N 0.90349 3.66879 -9.39238
O 1.52115 4.08269 -8.45102
C -0.50130 3.27793 -9.24827
C -0.96970 2.82695 -8.06495
C -2.24853 2.26529 -7.98705
C -3.11085 2.33135 -9.05602
C -2.63460 2.77734 -10.29282
C -1.30029 3.17761 -10.41479
H -0.30300 2.90077 -7.21850
H -2.40304 1.94099 -6.96854
H -4.08772 1.90763 -8.87549
H -3.26362 2.63183 -11.15859
H -0.98650 3.56118 -11.37438
C -4.21374 -2.24719 -4.20137
N -4.88294 -2.22541 -5.54129
C -4.25402 -3.10025 -6.54764
C -6.13656 -1.74545 -5.73963
O -6.74225 -1.94115 -6.79151
H -3.14809 -2.02740 -4.26598
H -4.28258 -3.20770 -3.69070
H -4.72817 -1.58839 -3.50177
H -4.08398 -4.15265 -6.32037
H -4.73349 -3.15705 -7.52487
H -3.20368 -2.81802 -6.61992
H -6.46044 -1.16668 -4.86081
C 4.94399 2.86807 6.54470
N 5.66453 2.88354 7.74852
C 5.44133 4.02066 8.59946
C 6.62730 1.91702 8.05792
O 6.94233 0.87342 7.45613
H 5.45148 3.44102 5.76865
H 3.97046 3.33893 6.68117
H 4.78081 1.87999 6.11437
H 5.91287 3.92329 9.57735
H 6.09518 4.85385 8.34181
H 4.37375 4.24042 8.60902
H 7.15281 2.08910 9.00999
C 6.59786 -6.66939 1.28143
N 5.41775 -6.73289 2.15283
C 5.52047 -7.42537 3.46109
C 4.25486 -6.16951 1.80809
O 3.28516 -6.02982 2.55005
H 7.41935 -6.33952 1.91740
H 6.56745 -5.94951 0.46354
H 6.85382 -7.67924 0.96082
H 4.57351 -7.42528 4.00087
H 5.86679 -8.44741 3.30749
H 6.30513 -6.98529 4.07651
H 4.20020 -5.79600 0.77383
C -6.36235 4.50286 -3.55421
N -7.09340 4.68398 -2.27925
C -7.68797 6.04247 -2.27695
C -7.08422 3.80487 -1.30131
O -7.52274 3.95076 -0.18348
H -5.64200 5.31022 -3.68597
H -7.06641 4.66957 -4.36945
H -5.71913 3.62345 -3.58576
H -6.96451 6.85085 -2.38285
H -8.22829 6.30413 -3.18672
H -8.33451 6.22103 -1.41776
H -6.49554 2.92322 -1.59855
C 1.57910 -3.07447 7.61272
N 0.91905 -2.43894 8.75364
C 1.47465 -1.19403 9.24062
C -0.28912 -2.86902 9.09098
O -0.89964 -3.71798 8.50565
H 2.25263 -2.37894 7.11202
H 0.95203 -3.49142 6.82467
H 2.21052 -3.92750 7.86123
H 2.46533 -1.35873 9.66434
H 1.50335 -0.47979 8.41773
H 0.89781 -0.75813 10.05631
H -0.69330 -2.34892 9.97322

electronic energy	-57578.8046	eV
multiplicity	1
SMILES	O=[N+]([O-])c1ccccc1.O=[N+]([O-])c1ccccc1.CN(C)C=O.CN(C)C=O.CN(C)C=O.CN(C)C=O.CN(C)C=O
energy above the lowest of the compared OMol25 structures with the same formula, charge and spin	5.061	eV
frontier orbital gap	8.42	eV
lowest unoccupied orbital energy	-0.9	eV

Here is C27H46AuN4SbSeSi3 as an isolated structure from the OMol25 dataset. Energies are from ωB97M-V/def2-TZVPD.

Positions of all 83 atoms, in Å:
Au -0.19259 -0.99538 0.23325
C -2.10671 3.53007 1.72081
Sb -1.27972 2.18639 0.24142
C -0.64576 0.62278 1.56924
C 0.46873 0.88327 2.52113
C 0.27268 1.53438 3.74769
C 1.31464 1.66396 4.64475
C 2.56221 1.16702 4.30027
C 2.68358 0.55855 3.06194
N 1.68358 0.40557 2.20093
Si -2.15391 -0.19097 2.36545
C -2.98028 0.64581 3.85139
C -1.68298 -1.88521 3.03527
C -3.55283 -0.36653 1.10315
C 0.24942 3.67799 -0.55615
C 1.34492 2.84343 -1.15225
C 2.28590 3.32061 -2.07719
C 3.29672 2.48841 -2.51305
C 3.37590 1.19223 -2.01804
C 2.40106 0.79090 -1.12530
N 1.40918 1.58300 -0.72577
Si -0.75243 4.54235 -1.93943
C -2.43890 5.13171 -1.36131
C -1.04422 3.36738 -3.37627
C 0.10106 6.05354 -2.67821
Si 1.03663 4.94071 0.64106
C 1.66008 4.14054 2.20540
C 2.56748 5.76935 -0.08927
C -0.12161 6.36197 1.06374
H -2.95855 3.03801 2.18443
H -2.45944 4.44611 1.25613
H -1.38401 3.77452 2.49762
H -0.69764 1.94207 3.98722
H 1.15557 2.15775 5.59583
H 3.41369 1.24170 4.96244
H 3.64199 0.15774 2.74512
H -2.33701 0.69015 4.72965
H -3.83267 0.01236 4.11628
H -3.36890 1.64458 3.66042
H -0.81206 -1.80533 3.68888
H -1.43129 -2.57798 2.23230
H -2.50232 -2.30820 3.62168
H -4.10047 0.56630 0.95729
H -4.26492 -1.11197 1.46666
H -3.17426 -0.68637 0.13027
H 2.23314 4.33647 -2.43644
H 4.02751 2.85480 -3.22333
H 4.16461 0.51468 -2.31271
H 2.39992 -0.21056 -0.70736
H -3.10124 4.30960 -1.08874
H -2.89917 5.66175 -2.19925
H -2.38901 5.82246 -0.52192
H -1.66141 2.52458 -3.06399
H -0.10596 2.99007 -3.78559
H -1.56749 3.90319 -4.17143
H 0.46127 6.76020 -1.93339
H -0.62900 6.58132 -3.29756
H 0.93703 5.78754 -3.32546
H 2.22577 3.23266 1.98042
H 0.86832 3.86351 2.89749
H 2.32905 4.83532 2.71853
H 3.39306 5.07180 -0.22866
H 2.88341 6.50440 0.65697
H 2.40921 6.30193 -1.02524
H -1.04815 6.05191 1.54039
H -0.37129 6.95925 0.18594
H 0.40404 7.01994 1.76044
C -0.33170 -0.20352 -3.33728
N -1.58696 -0.85500 -2.99425
C -2.84050 -0.45024 -3.39061
C -3.72448 -1.31538 -2.84424
N -2.99557 -2.22751 -2.11247
C -3.54709 -3.32731 -1.33885
C -1.68751 -1.93179 -2.20642
Se -0.29769 -2.86458 -1.34675
H -0.41969 0.21229 -4.33800
H 0.45868 -0.94905 -3.30449
H -0.11526 0.57898 -2.61133
H -2.98202 0.41480 -4.01126
H -4.79599 -1.35876 -2.89557
H -4.60494 -3.40664 -1.57509
H -3.41403 -3.12912 -0.27465
H -3.03848 -4.25181 -1.59889

electronic energy	-133918.1328	eV
multiplicity	1
energy above the lowest of the compared OMol25 structures with the same formula, charge and spin	0.113	eV
frontier orbital gap	7.73	eV
lowest unoccupied orbital energy	0.5	eV